No. 1
DFT (ωB97M-V with the def2-TZVPD basis set) results for C24H39BCaN9O4SSbSe4 as an isolated structure.

Positions of all 84 atoms, in Å:
Ca  1.9807  0.7514  0.1774
C  2.8221  -2.9873  2.5221
C  2.1687  -1.7699  1.9434
N  2.1910  -1.4968  0.6989
C  2.9781  -2.2743  -0.2331
C  3.0673  -1.5051  -1.5522
N  3.5782  -0.1678  -1.2559
C  3.8604  0.6753  -2.4171
C  2.7225  1.6876  -2.6079
N  2.5599  2.3535  -1.3247
C  1.5551  3.4012  -1.2483
C  1.5007  3.9014  0.2028
N  1.3882  2.7638  1.0744
C  0.9502  2.7923  2.2658
C  0.3584  3.9874  2.9520
C  1.0315  1.5021  3.0107
C  0.7021  1.3576  4.3593
C  0.7620  0.0985  4.9204
C  1.1698  -0.9863  4.1532
C  1.5507  -0.7519  2.8402
N  1.4443  0.4594  2.3031
H  3.8973  -2.8902  2.3465
H  2.4738  -3.8892  2.0123
H  2.6652  -3.0882  3.5907
H  2.5590  -3.2759  -0.3992
H  3.9904  -2.3958  0.1756
H  2.0710  -1.4231  -1.9860
H  3.7235  -2.0496  -2.2490
H  4.4290  -0.2744  -0.6914
H  4.0078  0.0781  -3.3270
H  4.7717  1.2464  -2.2218
H  1.7863  1.1711  -2.8607
H  2.9778  2.3855  -3.4195
H  3.4740  2.7576  -1.0487
H  0.5864  2.9667  -1.5176
H  1.7735  4.2497  -1.9141
H  0.6871  4.6292  0.3124
H  2.4472  4.4047  0.4463
H  -0.0522  4.6803  2.2202
H  1.1522  4.4973  3.5029
H  -0.4284  3.6974  3.6460
H  0.4399  2.2138  4.9609
H  0.5091  -0.0423  5.9632
H  1.1909  -1.9795  4.5768
C  -6.0844  -0.3700  1.1505
C  -6.7173  -0.8747  -0.1340
S  -5.7504  -2.2061  -0.8844
O  -6.6197  -2.8936  -1.8148
O  -5.1511  -3.0144  0.1507
C  -4.4492  -1.3829  -1.8106
C  -3.5370  -2.4756  -2.3623
N  -2.2378  -1.9683  -2.7595
C  -1.0932  -2.0910  -2.0477
N  -0.0622  -1.5609  -2.6834
C  -0.5342  -1.0529  -3.8352
C  -1.8906  -1.2830  -3.9169
N  -2.7535  -0.9252  -4.9563
O  -3.9533  -1.1577  -4.8535
O  -2.2580  -0.3883  -5.9347
C  -1.0137  -2.7458  -0.7187
H  -6.7494  0.3391  1.6439
H  -5.1294  0.1193  0.9594
H  -5.9001  -1.2081  1.8206
H  -6.7926  -0.1046  -0.9026
H  -7.6990  -1.3188  0.0271
H  -3.9204  -0.7318  -1.1106
H  -4.9261  -0.8190  -2.6090
H  -4.0174  -2.9470  -3.2157
H  -3.3863  -3.2171  -1.5783
H  0.0958  -0.5504  -4.5490
H  -1.7175  -2.2846  -0.0232
H  -0.0067  -2.5973  -0.3359
H  -1.2348  -3.8132  -0.7837
B  -2.6427  0.5340  0.6119
C  -1.1876  0.5770  0.0278
N  -0.1185  0.6083  -0.4125
H  -3.3927  1.0290  -0.2089
H  -2.9270  -0.6267  0.8387
H  -2.6466  1.1846  1.6337
Se  5.2337  3.1061  -0.1417
Sb  5.4047  2.1769  2.1710
Se  5.1683  -0.2988  1.9390
Se  3.5012  3.0670  3.5550
Se  7.6221  2.7047  3.1506

Properties
energy = -344998.6809 eV
energy relative to the best compared isomer or geometry (same formula, charge and spin) = 41.5 kcal per mole
frontier orbital gap = 3.8 eV
lowest unoccupied orbital energy = 2.677 eV
charge = -2


No. 2
DFT (ωB97M-V with the def2-TZVPD basis set) results for a 10-piece molecular cluster, C24H39BCl18F9N2O7S2 overall.

Positions of all 102 atoms, in Å:
C  1.2608  -2.1427  5.3474
C  1.0441  -3.3838  4.4925
S  0.3073  -3.0943  2.8569
C  -0.3410  -1.4029  2.9459
C  -0.8577  -0.8687  1.5964
O  -1.5204  0.3122  1.9161
B  -0.5587  1.4689  1.8228
N  -1.2191  2.6834  1.2312
N  -0.0370  1.6860  3.3194
C  -1.1384  1.6296  4.2888
C  0.6597  2.8814  3.5039
C  2.1628  2.8018  3.3598
O  0.1416  3.9562  3.8039
O  0.4807  0.9121  0.8958
C  0.1590  -0.3488  0.5063
C  -0.6387  -0.3971  -0.8403
C  -0.3418  0.7112  -1.8434
O  -1.3051  1.7718  -1.7841
C  -2.4392  1.5517  -2.4616
O  -2.5245  1.5271  -3.6693
S  1.5653  -1.4229  0.0161
O  1.0764  -2.7752  -0.0905
O  2.1381  -0.9101  -1.2082
C  2.9633  -1.4684  1.2785
F  2.6278  -0.8553  2.4285
F  3.1818  -2.7727  1.5399
C  4.3548  -0.9350  0.8084
F  4.7402  -1.5336  -0.3393
F  5.2169  -1.3577  1.7714
C  4.5378  0.6203  0.6896
F  5.3531  1.0272  1.6945
F  3.3752  1.2730  0.8062
C  5.2345  1.0921  -0.6185
F  6.4663  0.5881  -0.7235
F  4.5270  0.8294  -1.7131
F  5.3458  2.4310  -0.5490
H  1.8349  -1.3795  4.8270
H  1.8665  -2.4270  6.2083
H  0.3292  -1.7015  5.6898
H  2.0127  -3.8558  4.3352
H  0.4367  -4.0837  5.0493
H  0.3588  -0.7185  3.4091
H  -1.2278  -1.4269  3.5739
H  -1.5374  -1.6260  1.2003
H  -0.5136  3.3441  0.9271
H  -1.7943  3.1680  1.9076
H  -1.3318  0.5957  4.5714
H  -0.8950  2.1677  5.2002
H  -2.0888  2.0242  3.9170
H  2.5884  3.6804  3.8342
H  2.5090  1.9212  3.8963
H  2.4467  2.7311  2.3164
H  -0.5509  -1.3731  -1.3104
H  -1.6782  -0.2920  -0.5338
H  0.6561  1.1040  -1.6962
H  -0.3876  0.2770  -2.8427
H  -3.3128  1.4137  -1.8134
C  -2.6577  4.5773  -1.0342
Cl  -4.0707  4.9744  -2.0400
Cl  -2.5669  5.5271  0.4377
H  -2.7127  3.5360  -0.7413
H  -1.7652  4.7569  -1.6206
C  -3.9300  0.3673  -6.6940
Cl  -4.7523  1.3335  -7.9271
Cl  -4.8474  -1.0893  -6.2790
H  -2.9637  0.0662  -7.0783
H  -3.8108  0.9672  -5.7986
C  6.4235  0.3580  -5.0122
Cl  6.4847  -1.3317  -5.5293
Cl  5.9781  1.4400  -6.3379
H  5.6859  0.4500  -4.2272
H  7.4050  0.6441  -4.6550
C  -6.9282  3.9560  -4.3125
Cl  -8.4727  4.8217  -4.3260
Cl  -7.1219  2.2649  -3.8432
H  -6.5055  3.9909  -5.3087
H  -6.2683  4.4390  -3.6038
C  0.0553  -5.8280  -0.4696
Cl  0.2963  -6.3804  1.1895
Cl  -1.6618  -5.7466  -0.9032
H  0.4814  -4.8351  -0.5543
H  0.5440  -6.5226  -1.1415
C  -1.1579  3.7467  8.1486
Cl  -1.1115  2.0819  7.5560
Cl  -1.8417  4.8547  6.9568
H  -1.7697  3.7778  9.0417
H  -0.1443  4.0586  8.3681
C  2.4120  2.7016  -5.2212
Cl  3.4490  1.8467  -4.0741
Cl  1.4793  3.9798  -4.4420
H  3.0437  3.1513  -5.9781
H  1.7284  1.9887  -5.6668
C  -4.2004  -4.4526  -8.1717
Cl  -5.0826  -5.9517  -7.8511
Cl  -4.0727  -4.1191  -9.9039
H  -4.7266  -3.6329  -7.7003
H  -3.2018  -4.5463  -7.7642
C  -0.5959  -7.3067  4.9005
Cl  0.8068  -6.3506  4.4256
Cl  -1.6076  -6.4552  6.0792
H  -1.1888  -7.5044  4.0151
H  -0.2553  -8.2329  5.3463

Properties
energy = -315045.3472 eV
frontier orbital gap = 7.3 eV
lowest unoccupied orbital energy = 1.830 eV
charge = -1


No. 3
DFT (ωB97M-V with the def2-TZVPD basis set) results for a 2-piece molecular cluster, C24H39BCl3F7N4O5S overall.

Positions of all 84 atoms, in Å:
C  1.7966  4.4678  -2.2763
C  3.2687  4.5864  -1.8286
C  3.4694  4.4786  -0.3219
C  3.5365  3.0043  0.1074
C  3.0672  2.8039  1.5526
C  1.5494  3.0079  1.6969
C  0.8700  2.2286  2.8234
C  1.1425  0.6980  2.8632
C  -0.1326  -0.1535  2.7702
C  -0.6668  -0.5390  1.3474
B  -0.0675  0.4066  0.1880
N  1.2432  0.1230  -0.3275
O  -0.8137  1.4377  -0.3716
C  -2.2053  -0.2643  1.4114
N  -2.8213  -0.8794  2.5728
C  -2.9154  -0.6572  0.1051
N  -4.3793  -0.5410  0.2612
C  -4.7579  0.8025  0.7242
C  -4.2051  2.0412  0.0693
O  -5.4940  0.8805  1.6623
C  -5.1092  -0.8825  -0.9687
C  -4.8607  -0.1478  -2.2597
O  -5.9188  -1.7599  -0.9082
C  -2.6737  -2.1244  -0.1663
N  -1.1989  -2.5001  -0.2121
C  -1.2100  -3.9674  -0.4470
Cl  -1.7417  -4.8826  0.8814
C  -0.9534  -4.4959  -1.6518
C  -0.6373  -3.7357  -2.9035
Cl  -1.0447  -6.1780  -1.8697
C  -0.4777  -2.0499  1.0559
S  1.2426  -2.7244  1.1958
O  1.0745  -4.1210  1.4824
O  1.9954  -1.9631  2.1337
C  2.2060  -2.6972  -0.4250
F  1.4554  -2.3032  -1.4763
F  3.2217  -1.8486  -0.2649
C  2.8488  -4.0788  -0.7291
F  1.8908  -5.0014  -0.9256
F  3.6305  -4.4256  0.2920
C  3.7380  -4.0778  -2.0148
F  4.8135  -3.3450  -1.8577
F  3.0532  -3.6653  -3.0771
F  4.1071  -5.3383  -2.2197
H  1.5713  3.5210  -2.7718
H  1.5636  5.2427  -3.0076
H  1.1037  4.6110  -1.4462
H  3.8470  3.8231  -2.3543
H  3.6545  5.5474  -2.1672
H  4.3954  4.9926  -0.0135
H  2.6116  4.9313  0.1742
H  4.5563  2.6256  0.0220
H  2.9125  2.4252  -0.5887
H  3.4089  1.8465  1.9513
H  3.5599  3.5865  2.1325
H  1.3936  4.0679  1.8990
H  1.0742  2.8341  0.7286
H  -0.2155  2.3469  2.7040
H  1.1030  2.6645  3.7921
H  1.9210  0.3981  2.1768
H  1.5610  0.4856  3.8477
H  0.0368  -1.0775  3.3231
H  -0.9121  0.3783  3.3046
H  1.9939  0.5905  0.1786
H  1.3070  0.5068  -1.2693
H  -0.9182  2.1497  0.2738
H  -2.3000  0.8102  1.5519
H  -3.7423  -0.5219  2.7757
H  -2.8153  -1.8867  2.5905
H  -2.5881  -0.0584  -0.7486
H  -3.6744  1.8659  -0.8585
H  -3.5415  2.5412  0.7730
H  -5.0426  2.7180  -0.0883
H  -3.7970  -0.1092  -2.4949
H  -5.2164  0.8771  -2.1862
H  -5.3890  -0.6785  -3.0424
H  -3.1923  -2.7302  0.5693
H  -3.0573  -2.4227  -1.1422
H  -0.8205  -2.0293  -1.0366
H  -1.1140  -4.2424  -3.7402
H  0.4270  -3.7432  -3.1126
H  -1.0211  -2.7159  -2.9013
H  -0.9796  -2.5757  1.8681
Cl  5.3991  6.7854  0.6406

Properties
energy = -109816.6579 eV
frontier orbital gap = 4.0 eV
lowest unoccupied orbital energy = -1.446 eV
charge = 0